Record 1
ORCA calculation (wB97M-V/def2-TZVPD) on HNOS2 in the gas phase in a non-equilibrium geometry.

```
5
Properties=species:S:1:pos:R:3:forces:R:3:nbo_charge:R:1
H 0.275208 -0.344134 0.294563 -1.5 2.1 0.2 0.19
S 1.365338 1.524623 -1.271006 0.2 2.6 -1.2 1.57
O 2.348486 0.626459 -0.756755 0.2 -1.4 0.9 -0.87
N 1.692045 2.602612 -2.246929 -2.0 -1.8 1.8 -0.69
S -0.521304 0.900186 0.284575 3.1 -1.5 -1.7 -0.20
```
Positions in Å, forces in eV/Å.

Summary:
Energy: -926.81224 hartree
HOMO: -10.687 eV
Structure (SMILES): N#S(=O)S
LUMO energy: -3.230 eV
Multiplicity: 1
Strongest force on any atom: 0.0743 Eh/bohr
Energy above the lowest of the compared OMol25 structures with the same formula, charge and spin: 47.2 kcal per mole
Frontier orbital gap: 7.46 eV
Charge: 0

---

Record 2
ORCA calculation (wB97M-V/def2-TZVPD) on a gas-phase ion, CH2NO3S2 (charge -1) in a non-equilibrium geometry.

```
9
Properties=species:S:1:pos:R:3:forces:R:3:nbo_charge:R:1
C -0.434866 -0.609242 0.709930 -0.8 2.1 -0.6 0.88
H -1.471137 1.618259 -1.051831 0.0 0.0 -0.2 0.08
H 1.731170 -1.060853 -0.007116 0.4 0.9 -0.4 0.51
N 0.012020 0.722380 0.483718 4.6 1.6 0.1 -0.82
O 2.293617 -0.279888 -0.458128 0.2 -1.5 -0.5 -0.92
S -0.768061 2.100871 -0.013137 -0.9 0.1 0.2 0.18
O 0.526601 -1.405772 0.754603 -0.5 -2.0 0.6 -0.78
O -1.661246 -0.649711 0.742082 -0.4 -1.7 0.3 -0.72
S 1.889584 0.907612 0.510227 -2.7 0.6 0.5 0.60
```
Positions in Å, forces in eV/Å.

Summary:
Energy: -1116.18927 hartree
HOMO: -4.121 eV
Structure (SMILES): O=C([O-])N(S)SO
LUMO energy: 3.364 eV
Multiplicity: 1
Strongest force on any atom: 0.0949 Eh/bohr
Energy above the lowest of the compared OMol25 structures with the same formula, charge and spin: 33.1 kcal per mole
Frontier orbital gap: 7.49 eV
Charge: -1

---

Record 3
ORCA calculation (wB97M-V/def2-TZVPD) on 2 unconnected molecules or ions with the total composition C3H9NO3 in a non-equilibrium geometry.

```
16
Properties=species:S:1:pos:R:3:forces:R:3:nbo_charge:R:1
C -0.424989 -0.623275 -0.851793 -1.6 1.3 -0.8 -0.05
H 0.622428 -0.635167 -1.144390 0.1 -0.5 0.9 0.21
O -0.818003 -1.893572 1.599335 0.9 1.9 0.5 -0.25
H 0.298668 1.617024 -0.473923 -0.6 0.2 3.8 0.45
N 0.036714 1.439451 0.646596 -2.2 -0.2 -3.8 -0.61
C -0.378923 -0.763949 1.654507 -1.1 -5.2 0.4 0.43
C -0.685199 0.154183 0.574026 -0.3 3.3 -3.2 -0.21
H -1.808829 0.251233 0.676267 0.9 0.3 0.1 0.31
O -0.928760 0.192989 -1.920098 1.8 0.0 1.1 -0.71
H 0.282343 -0.459443 2.405021 1.1 0.7 1.6 0.24
H -0.907746 -1.631994 -0.812499 0.5 0.8 0.2 0.24
H 2.070271 1.238394 -0.414522 -1.5 0.5 1.6 0.44
H 2.426757 0.174376 -1.507662 1.0 2.2 1.3 0.47
H -0.498300 2.271891 1.095073 1.3 -1.8 -1.0 0.44
O 2.750415 0.995756 -0.984342 0.9 -2.8 -3.0 -0.89
H -1.837150 0.134378 -2.169123 -1.2 -0.5 0.2 0.50
```
Positions in Å, forces in eV/Å.

Summary:
Energy: -399.74506 hartree
HOMO (alpha / beta): -15.294 / -15.259 eV
⟨S²⟩: 0.757
LUMO energy (alpha / beta): -5.386 / -9.847 eV
Multiplicity: 2
Strongest force on any atom: 0.1043 Eh/bohr
Energy above the lowest of the compared OMol25 structures with the same formula, charge and spin: 73.5 kcal per mole
Frontier orbital gap (alpha / beta): 9.91 / 5.41 eV
Charge: +1

---

Record 4
ORCA calculation (wB97M-V/def2-TZVPD) on a molecular structure, C17H19Co2O7Si in a non-equilibrium geometry.

```
46
Properties=species:S:1:pos:R:3:forces:R:3:nbo_charge:R:1
C -2.812407 0.622098 1.917913 0.2 0.4 0.1 -0.46
H 1.804290 -2.834063 0.186037 -0.4 -0.1 0.5 0.20
O -1.667828 -8.576174 0.052264 1.5 1.2 0.8 -0.55
C -1.202775 -3.209539 -2.635591 -0.1 0.8 0.4 0.49
C -2.439726 2.735024 0.789532 1.2 -1.3 1.2 -0.31
H -4.548981 3.064292 0.918277 0.0 0.1 -0.2 0.19
C 1.701590 -6.923421 -0.141326 2.0 -1.2 -1.3 0.49
O -1.660103 -2.174077 -2.858910 0.2 -0.7 0.0 -0.56
H -1.935323 3.636040 0.428516 -0.1 -0.4 0.2 0.21
H 1.094968 -0.733959 1.225670 0.1 0.1 0.0 0.25
O 2.088411 -5.121279 -3.526583 -1.5 0.2 0.8 -0.56
C -3.834960 2.374532 0.448118 -0.8 0.0 0.2 -0.42
O 0.562047 -5.689441 3.360580 0.0 -0.6 -0.7 -0.55
O 2.698738 -7.228018 -0.652118 -1.5 0.6 0.9 -0.54
H 2.536576 0.075429 0.586817 0.0 -0.1 0.1 0.23
C -1.871325 1.766798 1.577826 -0.7 1.1 -1.5 0.36
H -3.083666 0.674140 2.990023 0.3 -0.2 -0.4 0.21
H -2.390003 -0.380267 1.694301 -0.1 0.6 0.2 0.22
H 0.174040 -3.008489 1.301497 1.3 0.2 0.0 0.19
C 1.738042 3.256490 1.085482 -0.1 -0.2 0.0 -1.14
H 2.160478 3.310133 2.093097 0.0 0.1 -0.1 0.24
O -0.581043 1.711263 1.967520 0.4 0.1 0.1 -0.85
C -1.436129 -6.128165 -2.748266 -0.9 -1.8 0.0 0.53
H 1.129939 4.145467 0.897321 0.1 0.0 0.0 0.24
C -4.027260 0.954665 1.041827 -0.3 -0.2 -0.2 -0.39
C -0.952228 -4.970275 -0.400628 -0.3 1.0 3.2 -0.49
H -1.820328 -4.497672 0.071858 -0.1 -0.5 -0.2 0.17
C 1.050450 -4.979306 -3.023185 1.9 -0.2 -1.1 0.51
H -0.469311 2.472201 -1.155928 0.0 -0.2 -0.1 0.24
H -0.660949 0.712321 -0.937857 0.1 0.1 0.0 0.26
C 0.871853 -3.325413 0.490533 -1.4 -1.3 -0.7 -0.36
C 1.710210 0.166245 1.297045 0.0 0.4 0.0 -1.14
C -0.906199 -7.723687 0.280537 -1.7 -0.5 -1.3 0.55
O -2.056884 -7.063455 -3.052060 0.9 1.6 0.3 -0.56
Co -0.474118 -4.774391 -2.159110 1.6 0.1 -0.6 -0.08
H 2.125026 0.242364 2.305875 0.0 -0.1 -0.1 0.24
C 0.416075 -6.017937 2.263392 -0.4 1.1 1.4 0.44
H -4.113128 0.232692 0.228115 0.0 0.0 0.1 0.21
C 0.038315 1.550273 -0.859300 0.2 0.2 0.3 -1.14
Si 0.721301 1.698721 0.882631 -0.4 -0.5 -0.1 1.88
H 0.869524 1.368344 -1.544943 0.0 0.0 -0.1 0.24
H -4.948393 0.902877 1.619639 -0.1 -0.1 -0.1 0.20
H 2.557961 3.231641 0.360694 0.0 0.1 0.1 0.24
C 0.314960 -4.312973 -0.259871 -1.5 0.1 -1.9 -0.31
H -4.044878 2.384535 -0.629605 0.1 0.0 0.2 0.20
Co 0.159651 -6.354385 0.524042 0.8 0.0 -0.3 -0.01
```
Positions in Å, forces in eV/Å.

Summary:
Energy: -4240.87857 hartree
HOMO: -3.807 eV
LUMO energy: 2.228 eV
Multiplicity: 1
Strongest force on any atom: 0.0662 Eh/bohr
Energy above the lowest of the compared OMol25 structures with the same formula, charge and spin: 10.9 kcal per mole
Frontier orbital gap: 6.04 eV
Charge: -1